Record 1
DFT (wB97M-V/def2-TZVPD) results for a molecular structure, C19H28Cl5N6Sc.

LUMO energy in Eh: -0.2150
Strongest force on any atom in eV Å⁻¹: 0.49
Kohn-Sham gap in hartree: 0.310
Highest occupied orbital energy in eV: -14.298
Net charge: +2

Each line ends with the Löwdin charge.
Geometry (Å):
Sc1 0.14700 -0.07726 0.00297  1.023
C1 0.44423 2.53319 -2.37000  -0.153
C2 1.83001 1.97884 -2.07567  -0.159
N1 1.93394 1.28840 -0.75396  -0.119
C3 2.32492 2.22875 0.33669  -0.187
C4 1.12883 2.75634 1.08671  -0.175
N2 0.31984 1.62968 1.63238  -0.116
C5 -0.89913 2.15700 2.31905  -0.175
C6 -2.11045 2.28454 1.40864  -0.145
C7 -2.84265 0.96478 1.20331  -0.173
N3 -2.26033 0.13498 0.10868  -0.115
C8 -2.85435 0.49746 -1.19966  -0.175
C9 -2.06924 -0.19092 -2.27794  -0.205
N4 -0.65792 0.26710 -2.21045  -0.116
C10 -0.47856 1.51996 -3.00617  -0.171
H1 0.53194 3.38031 -3.05170  0.137
H2 -0.00959 2.92674 -1.45593  0.097
H3 2.56976 2.77733 -2.10733  0.127
H4 2.11247 1.25875 -2.84446  0.136
H5 2.69710 0.62486 -0.84429  0.102
H6 2.90196 3.06177 -0.06157  0.136
H7 2.97435 1.69565 1.02512  0.094
H8 0.48595 3.36233 0.45324  0.114
H9 1.47079 3.39982 1.89645  0.142
H10 0.89396 1.21005 2.35778  0.087
H11 -0.65623 3.11964 2.76830  0.132
H12 -1.13711 1.47940 3.13668  0.110
H13 -1.81502 2.70447 0.43891  0.110
H14 -2.79683 3.00878 1.84511  0.135
H15 -3.89269 1.14808 0.98242  0.131
H16 -2.81009 0.37565 2.11815  0.121
H17 -2.55187 -0.81775 0.30630  0.113
H18 -2.80876 1.58248 -1.31120  0.127
H19 -3.90432 0.20985 -1.24050  0.143
H20 -2.49817 0.00636 -3.26091  0.142
H21 -2.09426 -1.26792 -2.12771  0.080
H22 -0.10547 -0.46132 -2.65789  0.040
H23 -1.45774 1.97122 -3.16212  0.126
H24 -0.09818 1.24772 -3.99224  0.142
Cl1 -0.12224 -2.85064 -2.81887  0.743
C11 1.15630 -2.92245 -1.62470  -0.666
C12 1.24767 -1.92576 -0.65635  -0.290
C13 2.29997 -2.11497 0.22742  -0.655
Cl2 2.49953 -0.88488 1.48372  0.767
C14 3.21228 -3.15733 0.21450  -0.707
Cl3 4.46526 -3.25569 1.37270  0.753
C15 3.07822 -4.12017 -0.78365  -0.698
Cl4 4.17394 -5.41808 -0.86630  0.771
C16 2.04239 -4.00055 -1.71460  -0.703
Cl5 1.89266 -5.17254 -2.94619  0.750
N5 -0.95729 -2.73866 1.57144  0.019
C17 -1.21823 -3.38998 2.71617  -0.036
C18 -0.95370 -2.51761 3.74744  -0.010
C19 -0.53468 -1.34434 3.11609  -0.141
N6 -0.53132 -1.47636 1.79117  -0.086
H25 -0.91045 -3.13486 0.64639  0.156
H26 -1.54231 -4.42120 2.71951  0.142
H27 -1.04017 -2.70626 4.80613  0.121
H28 -0.21596 -0.42482 3.58281  0.107

Record 2
DFT (wB97M-V/def2-TZVPD) results for 7 unconnected molecules or ions with the total composition C19H28Cl6F2O2S2 at a distorted geometry.

LUMO energy in Eh: 0.0172
Strongest force on any atom in eV Å⁻¹: 2.70
Kohn-Sham gap in hartree: 0.347
Highest occupied orbital energy in eV: -8.974

Each line ends with the Löwdin charge.
Geometry (Å):
C1 -4.24753 -19.27544 3.03842  -0.307
S1 -5.48206 -19.81743 1.99581  0.811
O1 -5.73304 -21.22888 2.39250  -0.544
C2 -6.86649 -18.77548 2.64385  -0.240
H1 -3.27847 -19.58439 2.69399  0.057
H2 -4.35325 -19.65623 4.04202  0.044
H3 -4.15182 -18.21763 3.07750  0.052
H4 -6.75665 -17.77396 2.21741  0.046
H5 -6.80560 -18.70837 3.73736  0.033
H6 -7.84179 -19.24292 2.44210  0.062
C3 -4.26706 -18.14811 9.96645  -0.249
S2 -6.07979 -18.39067 9.92223  0.808
O2 -6.44688 -18.23155 8.49956  -0.630
C4 -5.97803 -20.26248 10.20845  -0.231
H7 -4.04000 -17.26686 9.40783  0.012
H8 -3.84089 -19.05291 9.57836  0.033
H9 -3.99933 -18.14626 11.04914  0.067
H10 -6.99829 -20.62157 10.42352  0.049
H11 -5.13842 -20.56225 10.86865  0.057
H12 -5.69617 -20.66017 9.21115  -0.012
F1 -8.62642 -10.34122 6.57424  0.051
C5 -9.64257 -11.20086 6.37802  -0.304
C6 -10.05910 -11.48256 5.12696  -0.043
C7 -11.14332 -12.35823 4.97254  -0.062
C8 -11.78096 -13.00397 6.07851  -0.081
C9 -11.25341 -12.74528 7.34708  -0.074
C10 -10.17202 -11.82326 7.52095  0.006
H13 -9.60443 -11.05753 4.31105  0.090
H14 -11.48191 -12.66842 3.94972  0.119
H15 -12.66944 -13.56217 5.83322  0.097
H16 -11.63292 -13.19073 8.24171  0.093
H17 -9.85856 -11.55591 8.52492  0.113
F2 -3.51903 -14.32856 3.72816  0.044
C11 -4.48039 -13.38827 3.88190  -0.292
C12 -4.01912 -12.12182 4.04134  -0.037
C13 -4.96214 -11.17008 4.36570  -0.075
C14 -6.36825 -11.47275 4.42425  -0.055
C15 -6.72368 -12.83163 4.22874  -0.089
C16 -5.79946 -13.78899 3.88653  -0.028
H18 -2.97566 -11.80707 3.90167  0.130
H19 -4.56456 -10.16035 4.63646  0.117
H20 -7.05925 -10.69329 4.72215  0.077
H21 -7.76464 -13.19592 4.28080  0.090
H22 -6.09750 -14.77881 3.76361  0.089
C17 -6.51844 -14.14340 8.02704  -1.004
Cl1 -5.47717 -15.45881 7.51887  0.569
Cl2 -6.92615 -14.20446 9.77315  0.504
H23 -5.93687 -13.21828 7.77923  0.049
H24 -7.39106 -14.17711 7.45199  -0.033
C18 -6.17692 -20.60980 6.14835  -1.091
Cl3 -4.91975 -21.51716 6.85135  0.586
Cl4 -7.76748 -21.25055 6.59831  0.517
H25 -6.13723 -19.62591 6.62420  -0.009
H26 -6.07274 -20.51375 5.04492  0.005
C19 -9.19819 -16.41215 6.58022  -1.065
Cl5 -10.77217 -16.93240 7.12252  0.542
Cl6 -9.17476 -16.07480 4.86381  0.523
H27 -8.98856 -15.47484 7.07141  -0.014
H28 -8.35599 -17.07548 6.81883  0.025

For the records above, the corresponding electronic energy values read -112400.290; -126489.337 eV.